(1)
Density functional theory data (ωB97M-V/def2-TZVPD) for 4 unconnected molecules or ions with the total composition C14H39FN9O7P2 in a non-equilibrium geometry.

## Properties
- Charge: +1
- Total energy: -2358.4623 Ha
- Gap between HOMO and LUMO: 6.89 eV

CARTESIAN COORDINATES (ANGSTROEM)
C  -0.40642  2.19276  3.40811
C  -1.28002  0.80569  3.22987
C  -1.51757  0.46571  1.63651
C  -3.14834  0.72311  1.36921
N  -1.04345  -0.89734  1.19676
P  -2.36999  -2.01480  0.79596
O  -1.80696  -3.43855  0.28954
C  0.03591  -0.84845  0.13934
N  1.39448  -1.38756  0.45261
C  1.47420  -2.83983  0.75795
C  0.83165  -3.35081  2.16954
O  1.84886  -3.95824  3.07532
P  2.45858  -0.32661  1.35837
C  2.36854  -0.53511  3.25299
O  1.81067  1.30585  1.08325
N  -0.16567  -0.32484  -1.14459
F  -1.41540  0.14378  -1.50439
C  0.89415  -0.22381  -2.21698
C  0.77655  1.18353  -3.11438
C  1.41030  2.43368  -2.20229
O  1.56890  1.08551  -4.38346
H  -0.01648  2.64561  2.38441
H  -1.11993  3.03618  3.86035
H  0.45339  2.01369  4.18298
H  -2.34011  1.03102  3.73088
H  -0.84990  -0.11866  3.80544
H  -0.96179  1.26940  0.98346
H  -3.45247  0.60621  0.24572
H  -3.82758  0.10118  2.11833
H  -3.34336  1.86407  1.65702
H  -3.26486  -1.55766  -0.23980
H  -3.05902  -2.30613  2.06134
H  2.60609  -3.17999  0.74223
H  0.90590  -3.43740  -0.10539
H  0.00825  -4.19861  2.01305
H  0.32435  -2.48620  2.81636
H  1.34472  -4.12299  3.94683
H  3.09900  0.28807  3.71454
H  2.82678  -1.57380  3.53534
H  1.31512  -0.34811  3.72566
H  2.59280  1.90746  1.25250
H  0.71439  -1.09258  -3.01546
H  1.99976  -0.24920  -1.83896
H  -0.32264  1.43456  -3.42817
H  2.59148  2.31659  -2.08398
H  1.16906  3.49811  -2.68284
H  0.85213  2.40472  -1.15938
H  2.54926  1.15647  -4.19164
C  1.85549  -3.62081  -5.41697
O  3.04177  -3.48369  -5.16399
N  1.28227  -4.82386  -5.60466
N  1.00780  -2.58176  -5.53234
H  0.30566  -4.94506  -5.81348
H  1.87723  -5.63735  -5.52859
H  1.38973  -1.65551  -5.40005
H  0.02912  -2.68650  -5.74057
C  -5.36782  -0.85993  4.51763
O  -4.35323  -0.20235  4.68576
N  -6.55560  -0.30618  4.21157
N  -5.39517  -2.20148  4.62243
H  -7.39600  -0.84116  4.07158
H  -6.58810  0.69997  4.12141
H  -4.52725  -2.66601  4.85096
H  -6.22707  -2.75041  4.48539
C  3.41924  5.60884  -3.28628
O  2.90616  4.84956  -2.47987
N  3.79434  5.22124  -4.51925
N  3.65875  6.90604  -3.01903
H  4.21774  5.84080  -5.18929
H  3.63571  4.25489  -4.76929
H  3.39482  7.24704  -2.10505
H  4.08111  7.53801  -3.67810

---

(2)
Density functional theory data (ωB97M-V/def2-TZVPD) for 8 unconnected molecules or ions with the total composition C14H39N2O7.

## Properties
- Charge: +1
- Total energy: -1192.6641 Ha
- Gap between HOMO and LUMO: 7.87 eV

CARTESIAN COORDINATES (ANGSTROEM)
C  -2.41064  2.41215  2.22346
N  -2.75861  1.01063  1.98066
C  -1.66041  0.15206  1.63126
C  -1.51294  0.19060  0.12281
C  -0.46400  0.85742  -0.49680
C  -0.44018  0.92850  -1.87501
N  -1.41420  0.35061  -2.58733
C  -2.43854  -0.30995  -2.01648
C  -2.51019  -0.40187  -0.64656
H  -1.43686  2.62448  1.79298
H  -2.38551  2.66952  3.27924
H  -3.12462  3.05858  1.72170
H  -3.30311  0.60861  2.72917
H  -1.84037  -0.87314  1.93493
H  -0.69429  0.44880  2.05634
H  0.30622  1.30718  0.10656
H  0.35154  1.47200  -2.35997
H  -1.40648  0.40299  -3.60072
H  -3.19995  -0.73711  -2.64431
H  -3.33533  -0.90297  -0.17601
C  -1.94497  -0.62763  5.38323
O  -2.88594  -1.06766  4.39762
H  -2.26527  0.35505  5.72091
H  -1.93230  -1.30791  6.23603
H  -0.94067  -0.55795  4.96434
H  -2.61732  -1.94422  4.10928
C  -1.78586  4.04903  -3.75801
O  -2.38638  3.66688  -2.52236
H  -2.34979  4.89003  -4.14886
H  -0.74755  4.35958  -3.61208
H  -1.82478  3.23392  -4.48858
H  -1.89406  2.92280  -2.17038
C  1.12921  -1.59836  -5.02355
O  -0.25766  -1.66744  -4.67198
H  1.20209  -1.76794  -6.09306
H  1.54690  -0.61493  -4.79052
H  1.69978  -2.36802  -4.50164
H  -0.31390  -1.54435  -3.72208
C  2.69532  -0.82126  0.48623
O  2.16287  0.23234  1.29453
H  2.03606  -0.94608  -0.36973
H  3.69573  -0.57078  0.12942
H  2.73222  -1.76146  1.04206
H  2.75065  0.34516  2.04691
C  2.20372  -1.63298  4.12487
O  0.97014  -2.23735  3.75142
H  2.40047  -1.85380  5.16979
H  3.02186  -2.03383  3.51914
H  2.14496  -0.54837  3.99618
H  0.82303  -2.03417  2.82112
C  2.54031  3.00928  -3.73888
O  2.53097  2.34109  -2.47199
H  2.33044  2.26681  -4.50496
H  1.77576  3.78904  -3.77752
H  3.51653  3.45287  -3.93612
H  2.72629  2.99833  -1.79749
C  2.19704  -4.69547  1.15191
O  0.91878  -4.06134  1.19577
H  2.69813  -4.36374  0.24596
H  2.80217  -4.41494  2.01811
H  2.09351  -5.78132  1.12037
H  0.47997  -4.35799  1.99866

---

(3)
Density functional theory data (ωB97M-V/def2-TZVPD) for a molecular structure, C14H39N3O7V2 in a non-equilibrium geometry.

## Properties
- 2S+1: 3
- Charge: +2
- Total energy: -3135.0939 Ha
- Expectation value of S²: 2.06
- Gap between HOMO and LUMO (spin up / spin down): 5.65 / 6.11 eV

CARTESIAN COORDINATES (ANGSTROEM)
O  -2.25887  0.52794  -1.47465
V  -1.48409  -0.63421  -0.74718
O  1.73446  1.78369  -2.78079
V  2.25995  1.16121  -1.47966
O  0.40107  0.32725  -0.88191
H  0.83668  -0.48156  -0.54932
C  2.94072  1.35967  2.98191
C  3.18693  0.33171  1.87978
O  3.44056  0.94165  0.61761
H  3.13415  0.91014  3.95588
H  1.93475  1.74645  2.81907
H  3.61907  2.20257  2.84974
H  2.41728  -0.42888  1.74848
H  4.00319  -0.24703  2.31209
C  -1.78055  -1.28115  -4.36370
C  -1.76620  -2.47073  -3.50039
C  -1.33554  -3.80782  -4.12954
O  -1.36459  -4.78128  -3.12034
C  -1.23176  -6.14141  -3.70245
N  -0.94898  -2.12883  -2.27753
H  -2.71355  -1.29071  -4.92719
H  -0.93375  -1.24587  -5.04910
H  -1.67031  -0.34812  -3.81106
H  -2.79634  -2.67714  -3.21004
H  -0.32169  -3.74245  -4.52445
H  -2.07632  -4.05297  -4.89061
H  -2.13639  -6.44683  -4.22825
H  -1.17211  -6.96579  -2.99186
H  -0.31746  -6.35762  -4.25509
H  -1.24892  -2.98794  -1.83926
H  -0.05103  -2.49890  -2.55473
C  -0.96792  0.28830  3.63927
C  -0.66782  -0.05477  2.17797
C  -0.60230  -1.53063  1.85830
O  -0.08084  -1.82536  0.53234
C  0.32772  -3.20079  0.36125
N  -1.71521  0.51228  1.31665
H  0.00171  0.20764  4.13059
H  -1.60634  -0.41060  4.17969
H  -1.10888  1.36175  3.76551
H  0.24297  0.47087  1.89115
H  -1.50039  -2.04176  2.20509
H  0.13497  -1.97969  2.52380
H  1.03186  -3.48418  1.14354
H  0.85093  -3.32971  -0.58624
H  -0.51769  -3.88201  0.45782
H  -1.86077  1.51137  1.34370
H  -2.58476  0.12791  1.65760
C  -0.64457  3.49604  -0.30872
C  0.68305  4.14004  -0.16280
C  0.68772  4.66659  1.26010
O  0.41519  3.58764  2.22557
C  0.59462  3.98877  3.57678
N  1.67228  3.09965  -0.34939
H  -1.44796  4.23137  -0.35292
H  -0.99050  2.91910  0.54893
H  -0.85482  2.80957  -1.12888
H  0.76047  4.81069  -1.01857
H  -0.06392  5.45516  1.29593
H  1.64812  5.14069  1.46248
H  0.13261  3.35766  4.33596
H  0.25518  4.99366  3.82790
H  1.64080  4.03159  3.87972
H  1.35593  2.62600  0.48469
H  2.47788  3.63029  -0.05020

---

(4)
Density functional theory data (ωB97M-V/def2-TZVPD) for a molecular structure, C14H39N3O7V2 in a non-equilibrium geometry.

## Properties
- 2S+1: 3
- Charge: +2
- Total energy: -3135.1250 Ha
- Expectation value of S²: 2.07
- Gap between HOMO and LUMO (spin up / spin down): 5.96 / 6.55 eV

CARTESIAN COORDINATES (ANGSTROEM)
O  0.48521  3.06311  2.02564
V  1.23177  2.38234  0.81891
O  -2.81880  0.10283  1.19020
V  -1.56267  -0.64549  1.79678
O  0.01089  0.60351  1.13523
H  0.08298  0.29309  0.21168
C  1.52465  -3.04410  0.95190
C  1.29006  -2.67190  2.37623
O  -0.12799  -2.30286  2.59209
H  0.96253  -3.94731  0.71458
H  2.59638  -3.21396  0.84870
H  1.39917  -2.24672  0.21941
H  1.88614  -1.78782  2.60250
H  1.52216  -3.54646  2.98399
C  -1.76714  4.61247  -0.00117
C  -1.68960  3.11067  -0.16534
C  -2.87664  2.60220  -1.00586
O  -4.10846  2.86502  -0.30250
C  -5.33181  2.33018  -0.83073
N  -0.42555  2.76238  -0.71258
H  -1.04078  5.02531  0.69889
H  -2.65392  4.96273  0.52707
H  -1.79064  5.23253  -0.89732
H  -1.87943  2.70650  0.82900
H  -2.79535  1.53689  -1.22172
H  -2.95906  3.12362  -1.95950
H  -5.23196  1.24603  -0.77839
H  -5.34261  2.72313  -1.84738
H  -6.20616  2.74656  -0.33048
H  -0.53349  1.97816  -1.33983
H  -0.27256  3.50971  -1.37454
C  4.42390  -0.30570  -0.74179
C  3.46177  0.40657  0.24126
C  4.01054  1.28505  1.41606
O  2.91247  1.99540  2.07182
C  3.45791  2.81368  3.15720
N  2.58428  1.28429  -0.51411
H  5.08431  0.42006  -1.21638
H  3.95581  -0.75523  -1.61751
H  5.10913  -0.94491  -0.18504
H  2.79819  -0.38722  0.58430
H  4.75240  2.03363  1.13789
H  4.58558  0.73456  2.16064
H  2.68210  3.27242  3.77022
H  4.08220  3.54606  2.64537
H  4.19352  2.33267  3.80187
H  2.41565  0.77999  -1.37279
H  3.20320  2.03292  -0.79088
C  -3.10818  -1.61608  -1.68334
C  -2.22484  -2.63684  -0.96899
C  -1.49026  -3.74318  -1.76633
O  -0.73364  -4.64565  -0.93205
C  -0.06042  -5.67264  -1.68673
N  -1.19432  -1.79481  -0.26539
H  -2.58162  -0.73775  -2.05666
H  -3.86577  -1.21698  -1.00888
H  -3.66691  -2.11825  -2.47311
H  -2.81198  -3.20221  -0.24531
H  -0.77507  -3.25750  -2.43019
H  -2.24679  -4.36166  -2.24930
H  0.73328  -5.21535  -2.27750
H  -0.70820  -6.28004  -2.31882
H  0.60427  -6.27549  -1.06795
H  -0.59957  -1.39276  -0.97583
H  -0.56027  -2.48943  0.10282